1.
ORCA calculation (ωB97M-V/def2-TZVPD) on a cluster of 12 separate species, C30H36F9N3O33 in total at a distorted geometry.

Output
E ... -128175.0232 eV
SMILES ... O=C1OC[C@@H](F)O1.O=C1OC[C@@H](F)O1.O=C1OC[C@@H](F)O1.O=C1OC[C@@H](F)O1.O=C1OC[C@@H](F)O1.O=C1OC[C@@H](F)O1.O=C1OC[C@@H](F)O1.O=C1OC[C@@H](F)O1.O=C1OC[C@@H](F)O1.C[N+](=O)[O-].C[N+](=O)[O-].C[N+](=O)[O-]
HOMO-LUMO gap ... 10.55 eV
Spin multiplicity ... 1

Geometry (Å):
C (-16.96033, 16.67933, -27.12025)
N (-17.44744, 17.71540, -28.07411)
O (-17.91679, 18.72204, -27.56220)
O (-17.18266, 17.58459, -29.23191)
H (-16.84811, 17.18095, -26.15905)
H (-16.00930, 16.30977, -27.50373)
H (-17.67615, 15.85936, -27.06238)
C (-15.87029, 22.42779, -30.23600)
N (-16.42844, 23.52162, -29.36740)
O (-16.93831, 23.23397, -28.30015)
O (-16.34334, 24.68123, -29.82276)
H (-15.32503, 22.78409, -31.10998)
H (-16.74189, 21.83263, -30.50841)
H (-15.28971, 21.72474, -29.63872)
C (-18.83847, 28.37632, -17.64566)
N (-17.52530, 28.40960, -18.26979)
O (-16.63483, 27.73759, -17.77223)
O (-17.49822, 28.92201, -19.38503)
H (-18.69101, 28.67095, -16.60664)
H (-19.16490, 27.33877, -17.71654)
H (-19.54828, 28.99809, -18.19126)
C (-10.81089, 23.87710, -23.00032)
C (-12.09838, 24.59870, -22.72612)
O (-12.68560, 24.48471, -24.01040)
C (-12.21057, 23.42288, -24.61495)
O (-12.79641, 22.87437, -25.53476)
O (-11.15375, 22.97963, -24.02161)
F (-11.85855, 25.91975, -22.51168)
H (-10.39109, 23.25699, -22.20828)
H (-9.92320, 24.40887, -23.34283)
H (-12.80760, 24.15446, -22.02773)
C (-25.94252, 16.36688, -22.41505)
C (-27.04593, 17.17726, -23.06798)
O (-26.29681, 18.12391, -23.82275)
C (-25.13799, 18.29176, -23.31960)
O (-24.35927, 19.04677, -23.77704)
O (-24.94020, 17.34660, -22.31198)
F (-27.62936, 18.04398, -22.19363)
H (-25.60851, 15.56568, -23.07431)
H (-26.29183, 15.84174, -21.52605)
H (-27.71033, 16.57286, -23.68553)
C (-16.69281, 24.16938, -14.84458)
C (-17.56495, 24.53477, -13.70171)
O (-17.37733, 23.45864, -12.88232)
C (-16.90450, 22.40398, -13.60809)
O (-16.64678, 21.31530, -13.05909)
O (-16.59188, 22.75334, -14.85833)
F (-18.83762, 24.46804, -14.10943)
H (-15.70968, 24.57843, -14.61167)
H (-17.11379, 24.44329, -15.81198)
H (-17.48198, 25.56026, -13.34172)
C (-11.38950, 14.69188, -23.17289)
C (-10.27863, 15.39516, -23.82042)
O (-10.78121, 16.71032, -23.94534)
C (-12.11511, 16.67726, -23.86196)
O (-12.90574, 17.62635, -24.04446)
O (-12.48598, 15.42239, -23.77277)
F (-9.94647, 14.93431, -25.06936)
H (-11.20732, 14.91789, -22.12225)
H (-11.43859, 13.65405, -23.50244)
H (-9.35338, 15.40709, -23.24433)
C (-23.34926, 25.04034, -20.70023)
C (-23.07003, 24.82445, -19.24402)
O (-24.12810, 24.07343, -18.80661)
C (-24.58702, 23.25821, -19.75469)
O (-25.28382, 22.30778, -19.44981)
O (-24.11446, 23.79386, -20.94696)
F (-23.28808, 26.07526, -18.76395)
H (-22.47157, 25.04759, -21.34653)
H (-23.95614, 25.93815, -20.81745)
H (-22.04982, 24.47973, -19.07542)
C (-12.14568, 19.89957, -17.25164)
C (-12.67050, 20.38645, -18.50522)
O (-11.54691, 20.16506, -19.42426)
C (-10.53556, 19.70619, -18.81192)
O (-9.46448, 19.33054, -19.35645)
O (-10.79328, 19.70411, -17.53072)
F (-12.89536, 21.65110, -18.48463)
H (-12.70997, 18.97706, -17.11502)
H (-12.14934, 20.53311, -16.36468)
H (-13.56915, 19.84483, -18.80047)
C (-17.46420, 22.00131, -23.29453)
C (-18.21803, 21.04873, -22.42142)
O (-18.53554, 21.82597, -21.30649)
C (-17.72085, 22.87640, -21.31648)
O (-17.40212, 23.65905, -20.42934)
O (-17.02995, 22.88850, -22.30106)
F (-17.46353, 20.02690, -22.04551)
H (-18.16696, 22.40286, -24.02459)
H (-16.52552, 21.69527, -23.75639)
H (-19.01851, 20.60626, -23.01434)
C (-21.75167, 27.33992, -28.78330)
C (-22.19711, 25.89973, -29.25719)
O (-21.82789, 25.01403, -28.16190)
C (-21.41744, 25.70297, -27.10836)
O (-21.04319, 25.23500, -26.03410)
O (-21.62329, 27.03570, -27.38509)
F (-21.49200, 25.60744, -30.33219)
H (-22.39786, 28.21423, -28.86157)
H (-20.74625, 27.62907, -29.08928)
H (-23.26326, 25.75291, -29.43004)
C (-21.38377, 18.20007, -18.62995)
C (-22.21949, 17.30942, -17.74673)
O (-22.44418, 16.16677, -18.43990)
C (-21.44419, 16.06023, -19.33200)
O (-21.14269, 15.13274, -20.02816)
O (-20.67099, 17.13695, -19.23640)
F (-23.37244, 17.88207, -17.52162)
H (-20.67223, 18.75638, -18.01977)
H (-21.86838, 18.79595, -19.40338)
H (-21.69733, 17.24645, -16.79201)

***

2.
ORCA calculation (ωB97M-V/def2-TZVPD) on a structure of composition C30H36FeN3O at a distorted geometry.

Output
E ... -72592.5719 eV
HOMO-LUMO gap (spin up / spin down) ... 3.23 / 4.83 eV
Charge ... -1
Spin multiplicity ... 5

Geometry (Å):
C (6.09180, -0.88951, 0.03597)
O (5.67327, 0.34365, 0.66650)
C (4.44347, 0.37269, 1.24754)
C (4.12334, 1.50896, 2.04093)
C (2.96435, 1.52780, 2.76770)
C (2.03258, 0.44757, 2.72175)
C (0.93115, 0.45280, 3.59417)
C (-0.17979, -0.43893, 3.50493)
C (-0.99618, -0.95347, 4.62009)
C (-2.06881, -1.74775, 4.08201)
C (-1.97162, -1.71324, 2.62425)
C (-0.83171, -0.91280, 2.27087)
Fe (-2.07160, 0.13613, 3.40253)
C (-2.03050, 1.98869, 2.63970)
C (-2.08217, 2.01497, 4.08992)
C (-3.25420, 1.26666, 4.51159)
C (-3.92515, 0.77765, 3.32098)
C (-3.16572, 1.21988, 2.16418)
C (2.32377, -0.64372, 1.84459)
C (3.50192, -0.68700, 1.12675)
H (7.11068, -0.69652, -0.30235)
H (6.07882, -1.72379, 0.75510)
H (5.44700, -1.13400, -0.82213)
H (4.82810, 2.33849, 2.07868)
H (2.72603, 2.36864, 3.41995)
H (0.93647, 1.14879, 4.43736)
H (-0.71542, -0.82716, 5.66300)
H (-2.76799, -2.34228, 4.67391)
H (-2.58887, -2.27941, 1.92830)
H (-0.43750, -0.73095, 1.27833)
H (-1.33003, 2.54581, 2.01159)
H (-1.44040, 2.60478, 4.74623)
H (-3.63191, 1.19599, 5.52950)
H (-4.88206, 0.26230, 3.30087)
H (-3.45520, 1.08808, 1.12110)
H (1.63535, -1.48947, 1.79248)
H (3.71610, -1.55143, 0.49078)
C (-1.00043, -3.91388, -2.55777)
N (-1.30802, -2.49897, -2.48818)
C (-1.82828, -2.01343, -1.22286)
C (-0.66324, -1.51759, -3.21750)
N (-0.63184, -0.36756, -2.58749)
C (-0.12462, 0.87750, -3.07629)
C (-0.44352, 2.01825, -2.12675)
C (0.47186, 2.42514, -1.14455)
C (0.30903, 3.66926, -0.51484)
C (-0.78708, 4.47078, -0.85040)
C (-1.80913, 3.96640, -1.65534)
C (-1.63433, 2.73807, -2.29150)
N (-0.14919, -1.79779, -4.46892)
C (-0.76353, -2.71980, -5.43603)
C (0.84860, -0.93378, -5.09109)
H (-0.73256, -4.23482, -3.56911)
H (-0.16794, -4.17734, -1.88490)
H (-1.89227, -4.46760, -2.22867)
H (-1.86201, -0.91538, -1.29637)
H (-2.82787, -2.42149, -1.03520)
H (-1.15332, -2.26077, -0.38504)
H (0.96776, 0.83136, -3.26044)
H (-0.59425, 1.15360, -4.04654)
H (1.34603, 1.80764, -0.91611)
H (1.06927, 4.02893, 0.18636)
H (-0.84624, 5.49152, -0.48401)
H (-2.71219, 4.54869, -1.82584)
H (-2.40895, 2.37779, -2.96678)
H (-1.55349, -3.33092, -4.99283)
H (-1.20281, -2.15317, -6.27627)
H (0.01580, -3.37202, -5.87426)
H (1.59036, -0.60920, -4.35143)
H (1.35172, -1.50679, -5.88594)
H (0.38931, -0.04150, -5.55678)

***

3.
ORCA calculation (ωB97M-V/def2-TZVPD) on a structure of composition C30H36INO15 at a distorted geometry.

Output
E ... -71991.7344 eV
HOMO-LUMO gap ... 7.46 eV
Spin multiplicity ... 1

Geometry (Å):
C (7.97856, -1.65446, 2.85423)
O (8.92712, -1.78088, 1.77764)
C (8.29881, -1.53314, 0.48713)
C (8.45358, 0.00288, 0.05698)
C (7.10288, 0.62218, -0.60187)
C (6.01870, 0.68648, 0.56936)
C (4.70743, 1.54094, 0.23543)
C (3.40988, 0.64883, -0.12150)
C (2.30200, 0.62639, 1.05148)
C (2.23283, -0.74705, 1.85934)
C (3.56684, -1.12179, 2.66694)
C (4.08152, -2.61594, 2.41036)
N (4.69164, -2.82584, 1.05959)
C (4.16739, -4.04667, 0.46284)
O (4.67793, -5.13740, 0.80894)
O (3.09066, -4.09908, -0.45176)
I (2.68468, -6.02519, -0.96868)
H (7.62112, -2.67693, 3.24406)
H (7.05415, -1.04447, 2.59713)
H (8.51945, -1.16616, 3.74302)
H (7.22982, -1.91650, 0.52184)
H (8.86224, -2.16291, -0.27756)
H (9.32868, 0.06181, -0.66564)
H (8.64858, 0.59537, 1.01078)
H (6.73510, -0.12957, -1.37718)
H (7.32687, 1.64354, -1.07070)
H (5.77350, -0.38083, 0.86641)
H (6.52707, 1.16988, 1.48240)
H (4.43167, 2.14496, 1.15871)
H (4.94931, 2.25532, -0.61753)
H (3.66348, -0.38923, -0.51658)
H (2.90340, 1.19477, -0.99948)
H (1.28641, 0.73873, 0.52380)
H (2.37052, 1.52447, 1.75374)
H (1.87957, -1.63867, 1.22391)
H (1.40678, -0.61170, 2.65093)
H (3.36361, -1.05786, 3.79739)
H (4.34068, -0.31948, 2.44830)
H (3.18488, -3.30604, 2.57700)
H (4.87586, -2.88884, 3.19010)
H (4.52319, -2.01209, 0.45425)
C (-2.13336, 1.40200, 0.68967)
C (-3.43459, 1.33082, 0.40336)
C (-4.22659, 2.55132, 0.07849)
O (-5.40895, 2.44420, -0.19631)
C (-3.54002, 3.84556, 0.10871)
C (-2.23846, 3.91700, 0.39850)
C (-1.44069, 2.69323, 0.69651)
O (-0.25131, 2.79227, 0.93862)
O (-1.58746, 5.10751, 0.43323)
O (-4.09152, 0.14038, 0.39507)
H (-1.54620, 0.52382, 0.92496)
H (-4.13044, 4.72501, -0.11165)
H (-0.66323, 4.89142, 0.66307)
H (-5.01530, 0.35342, 0.15853)
C (-8.49579, 5.78820, -2.18050)
C (-8.05545, 4.61538, -1.71706)
C (-8.42739, 3.32974, -2.37752)
O (-7.99307, 2.28011, -1.93963)
C (-9.31803, 3.38744, -3.54095)
C (-9.75988, 4.55986, -4.00077)
C (-9.36636, 5.84588, -3.35759)
O (-9.77569, 6.89770, -3.81759)
O (-10.58748, 4.63024, -5.07583)
O (-7.25018, 4.54607, -0.62608)
H (-8.23228, 6.72733, -1.71287)
H (-9.59456, 2.44796, -4.00005)
H (-10.76019, 5.58227, -5.20803)
H (-7.06701, 3.59225, -0.49215)
C (-4.70150, -4.77441, 0.19469)
C (-4.19101, -5.74590, -0.56532)
C (-2.92780, -5.54990, -1.33388)
O (-2.48229, -6.46611, -2.00184)
C (-2.27062, -4.24193, -1.25416)
C (-2.78365, -3.26964, -0.49682)
C (-4.03062, -3.47476, 0.29285)
O (-4.45556, -2.56854, 0.98688)
O (-2.19098, -2.05064, -0.41313)
O (-4.80050, -6.95529, -0.66970)
H (-5.61525, -4.90453, 0.75886)
H (-1.36506, -4.10635, -1.83011)
H (-2.75490, -1.52982, 0.19384)
H (-4.23720, -7.47843, -1.27185)

***

Question: Look up the spin multiplicity of the third one.
Answer: 1

***

Question: Look up the E of the second one.
Answer: -72592.5719 eV